Here is a 14-piece molecular cluster, C86H202N14O14 overall at a distorted geometry from OMol25. Energies are from the ωB97M-V functional and the def2-TZVPD basis.

As for the relative energy (zero: lowest compared OMol25 entry of this formula, charge and spin): 28.4 kcal/mol. The LUMO energy comes out at 0.55 eV. As for the HOMO-LUMO gap: 8.84 eV. The molar mass comes out at 1656.65 g/mol. The HOMO energy comes out at -8.30 eV. The strongest force on any atom is 3.24 eV/A.

The geometry in XYZ format:
```
316
Properties=species:S:1:pos:R:3:forces:R:3:lowdin_charge:R:1
O 4.796 4.092 3.982 -0.55 0.12 0.33 -0.0529
O 2.591 1.072 -4.806 0.34 -0.11 -1.24 -0.1727
O -2.544 -2.089 -5.907 -1.60 0.61 -0.34 -0.2563
O 2.379 6.904 -1.198 -1.41 0.56 1.18 -0.1689
O -2.933 2.476 -2.988 1.53 0.59 -0.05 -0.0556
O -5.105 -6.359 -6.170 -0.53 -0.51 -0.77 -0.1818
O -1.200 0.507 6.197 -0.96 0.14 -1.27 -0.0580
O 1.301 6.154 3.094 -0.02 -1.34 1.42 -0.2186
O 6.033 -5.234 2.637 -0.23 -1.80 0.97 -0.0248
O -1.680 1.005 -1.132 0.85 -0.68 0.34 -0.0402
O -7.457 -0.638 -3.975 0.45 -0.03 0.63 -0.2019
O -0.691 -5.413 2.558 -0.86 1.51 -0.01 -0.1837
O 4.244 -3.414 -1.663 0.69 0.54 0.93 -0.2099
O -6.217 -1.034 4.984 -0.68 -1.07 0.32 -0.0545
N -2.987 3.617 -3.812 -1.05 1.08 0.45 -0.0606
N 3.190 7.491 -3.802 -0.46 0.23 -1.23 0.0506
N -5.356 -5.852 -3.326 0.39 0.74 0.38 0.0462
N -0.097 0.938 6.933 0.42 0.11 0.24 -0.1102
N -5.866 -0.382 3.769 0.22 1.15 1.26 -0.0607
N 3.270 -1.651 -7.189 -0.34 -0.54 -1.12 0.0289
N -0.192 2.987 4.448 -0.40 0.02 0.25 0.0553
N -5.089 0.827 -3.508 -0.57 1.48 -0.73 0.0488
N 5.533 3.280 3.077 -0.46 0.65 -0.53 -0.0698
N -1.695 -5.586 -0.960 -0.65 1.13 0.43 0.0387
N 4.940 -4.374 2.457 0.20 1.09 -0.02 -0.0765
N -0.383 0.342 -1.326 -1.23 0.57 1.66 -0.0253
N 3.861 -4.197 -5.181 -1.57 -1.38 -0.07 0.0264
N 0.356 -2.745 -8.124 0.22 0.74 1.96 0.0337
C 2.265 1.189 -3.467 -0.62 0.57 0.25 -0.1325
C 1.961 0.458 -7.491 -0.52 -0.80 0.64 -0.0377
C 5.361 -2.973 -0.862 0.47 -1.20 -2.64 -0.0685
C -1.973 3.548 -4.833 1.49 0.16 -0.44 -0.5266
C -3.051 4.790 -2.919 0.05 0.15 -0.48 -0.5057
C 2.154 0.345 7.573 -1.10 -0.15 2.38 -0.1097
C 2.543 -3.007 3.200 2.86 -0.85 -0.62 -0.1627
C -3.608 -1.484 4.209 1.51 -0.86 2.04 -0.0400
C -1.400 -1.713 -6.673 -1.11 -1.50 -1.87 -0.1936
C 0.327 0.591 -0.027 0.91 0.24 -0.94 -0.4688
C -5.531 -0.100 -2.520 -1.44 -2.59 0.08 -0.3829
C -3.850 -1.627 -6.460 1.70 -1.57 1.29 -0.0389
C -5.731 1.053 4.226 -0.31 -0.18 -0.45 -0.5172
C 1.547 6.441 -2.230 0.59 1.19 -0.94 -0.2349
C 3.945 -2.347 3.304 -0.91 -0.02 0.79 -0.1201
C 2.584 -5.439 -3.186 1.91 -0.23 -0.12 -0.0471
C 0.657 -1.833 -1.751 0.93 0.94 -0.14 -0.0952
C -1.169 -4.941 1.306 -0.10 1.04 -0.09 -0.2424
C -6.355 -1.248 -3.294 0.19 0.68 0.52 -0.1797
C 1.229 -0.459 5.525 -0.95 -0.34 -3.08 -0.0462
C -1.296 -0.978 -3.054 0.20 1.56 -2.07 -0.0388
C 6.457 3.197 0.830 -1.84 -0.53 1.43 -0.0990
C 0.164 3.995 3.440 -0.41 -0.27 -0.19 -0.4311
C 3.347 5.088 -3.369 -2.15 -0.88 0.59 -0.0299
C 3.683 -5.119 2.253 -0.28 -0.51 0.34 -0.5088
C -1.723 -1.771 -0.801 1.18 0.51 -0.04 -0.0022
C -4.984 1.292 5.552 0.16 1.71 -0.86 -0.0249
C 0.097 -3.680 -5.718 0.33 1.01 -2.08 -0.0462
C 6.364 -2.725 3.532 -0.20 -1.81 -1.04 -0.0296
C 0.859 -0.146 6.925 1.44 -0.11 0.05 -0.5548
C 5.601 4.045 1.808 -0.35 0.10 -1.24 -0.4672
C 1.612 -0.238 -0.120 1.15 0.35 1.30 -0.1558
C 4.968 -3.433 3.612 2.24 1.28 -0.86 -0.4979
C 5.950 1.718 0.767 1.51 1.58 -0.08 -0.1667
C 2.744 -0.262 -5.278 1.26 0.81 0.63 -0.1814
C 1.818 0.874 9.009 0.81 0.07 -0.82 -0.1620
C 4.865 1.983 3.068 1.40 -0.94 -0.63 -0.5214
C 1.511 -1.676 -0.468 -0.10 -2.07 -0.43 -0.1739
C -0.611 3.153 -4.323 1.67 -0.22 -0.15 -0.0231
C -4.347 4.761 -2.120 -0.25 1.64 -0.52 -0.0251
C 0.765 2.075 -0.052 -0.64 -0.52 -0.69 -0.0152
C -1.882 4.921 -1.961 -0.50 -0.06 0.17 -0.0144
C 0.396 -1.413 7.581 0.08 -1.09 0.36 -0.0291
C -2.428 2.552 -5.882 -0.68 -1.83 0.16 -0.0356
C 4.262 4.442 1.056 0.14 -1.27 2.86 -0.0008
C 0.692 1.881 8.927 -0.35 -0.06 1.20 -0.1477
C 3.820 -5.906 0.964 -0.13 0.18 -0.82 -0.0145
C 3.341 -4.235 -3.761 1.45 1.59 0.17 -0.3869
C -5.300 -2.353 2.614 0.20 0.85 -0.02 -0.0181
C -0.594 1.392 8.243 1.27 -0.84 -0.55 -0.4963
C 3.089 -0.286 -6.765 -0.39 1.17 0.72 -0.4417
C 2.601 -4.065 2.071 -1.31 0.25 0.97 -0.1162
C 3.307 -6.085 3.365 -1.05 -1.09 -0.13 -0.0174
C -0.581 -3.028 -7.012 -0.88 0.06 0.86 -0.3830
C 1.069 5.068 4.037 -0.96 0.84 -0.93 -0.1859
C 5.043 1.376 4.440 -0.17 -0.40 1.01 -0.0408
C -4.150 -5.689 -5.406 0.57 -0.52 0.30 -0.2182
C -3.681 1.181 2.677 -2.69 0.04 -1.01 -0.1419
C 4.919 -4.072 4.962 -0.73 -0.52 1.75 -0.0425
C -1.433 2.578 7.887 -1.80 1.43 2.04 -0.0510
C -4.040 -0.209 2.150 0.95 -1.06 0.56 -0.1388
C -4.730 -4.899 -4.258 0.39 -0.15 0.55 -0.4385
C 3.396 1.970 2.700 -0.17 1.60 -0.44 -0.0144
C 0.420 -6.323 -0.047 -1.80 0.26 -1.70 -0.0378
C -5.100 1.805 3.082 2.10 0.30 -0.99 -0.1188
C -1.142 4.581 2.912 -0.71 0.17 0.37 -0.0523
C -0.348 0.428 1.323 -1.62 -1.86 -0.66 -0.0179
C 2.406 6.316 -3.480 2.11 -0.30 0.89 -0.4123
C -1.866 6.159 -4.676 0.91 -1.29 -0.21 -0.1645
C -6.459 0.588 -1.502 0.40 -1.11 -0.09 -0.0345
C -1.410 0.306 9.036 -0.01 0.58 -0.96 -0.0031
C 4.603 -3.741 -2.961 -1.70 -2.35 -0.10 -0.2320
C -3.650 -4.131 -3.462 -0.15 -0.47 -0.75 -0.0467
C 2.221 7.073 3.671 0.40 -0.31 -1.74 -0.1046
C -1.761 4.888 -5.587 -2.66 1.23 0.65 -0.1083
C -0.676 -1.051 -1.706 0.34 -0.49 0.47 -0.4966
C -7.795 -1.370 -5.125 0.66 0.72 -0.59 -0.1029
C -3.116 6.033 -3.805 0.69 0.31 -0.84 -0.1410
C 6.251 5.381 2.156 -0.47 0.84 1.07 -0.0457
C 1.551 7.444 -0.145 1.89 0.34 0.69 -0.0737
C -1.066 -6.027 0.277 0.78 -0.46 -0.03 -0.4156
C -7.178 1.554 4.381 0.15 -0.09 0.31 -0.0409
C 5.749 1.101 2.112 -2.92 -0.45 -0.13 -0.1232
C -0.761 -4.324 3.535 1.23 -0.36 -1.99 -0.0490
C -5.751 -5.597 -7.158 -0.62 -0.63 0.04 -0.1017
C -4.697 -1.112 3.236 0.10 1.19 -0.30 -0.5252
H -6.731 -5.302 -6.784 -0.29 0.05 -0.27 0.0847
H 0.671 3.520 2.583 -0.03 -0.05 0.37 0.1158
H 3.907 -4.140 5.367 -0.05 0.11 0.04 0.0693
H -5.947 1.237 -3.950 1.11 -0.46 0.40 0.1221
H -3.808 -2.412 4.812 -0.02 0.51 -0.90 0.1014
H 3.566 4.852 1.806 -0.08 -0.30 -0.30 0.0833
H -4.600 -2.120 -5.831 0.14 -0.06 -0.24 0.0551
H 2.867 -0.450 7.674 0.27 -0.79 -0.07 0.1138
H 2.876 -6.360 0.633 0.31 0.31 0.29 0.0642
H 2.713 1.440 9.361 -0.56 -0.74 0.24 0.1204
H -2.670 5.073 -6.221 0.74 -0.59 0.02 0.1258
H 3.532 -0.687 -4.627 -0.26 -0.53 -0.42 0.1330
H 4.750 0.299 4.400 0.48 0.76 0.19 0.0718
H 5.034 1.722 0.239 -0.89 -0.33 -1.01 0.0830
H -0.029 2.758 0.273 0.21 -0.18 0.14 0.0845
H 1.531 0.054 9.696 0.54 0.38 -0.29 0.1080
H 6.750 -5.086 2.023 -0.30 0.69 -0.66 0.1011
H 3.950 -6.949 3.339 0.52 -0.32 0.08 0.0804
H 1.768 6.127 -4.281 -1.23 -0.21 -1.57 0.1051
H 0.559 7.698 -0.399 -1.20 0.06 -1.02 0.0651
H 6.389 6.041 1.334 -0.07 0.20 -1.32 0.0669
H 7.209 -3.360 3.791 -0.19 -0.46 0.16 0.0800
H -0.531 2.164 -3.890 -0.26 -0.27 0.04 0.0615
H -1.658 3.143 8.831 0.18 -0.37 -0.60 0.1052
H -4.594 0.336 -4.237 0.22 -0.06 -0.28 0.0699
H -3.080 1.104 3.549 0.99 0.12 0.56 0.0752
H -1.301 -3.802 -7.353 0.07 0.70 -0.04 0.1277
H 6.760 1.204 0.245 -0.49 -0.40 -0.36 0.1140
H -3.479 2.783 -6.064 0.06 0.00 -0.48 0.0872
H 4.534 -6.705 1.052 0.39 -0.35 0.22 0.0793
H -0.857 -0.944 -6.157 0.64 0.28 0.40 0.0883
H 6.450 -1.912 4.187 -0.28 1.50 0.73 0.0599
H -7.196 2.618 4.596 0.21 0.30 -0.17 0.0762
H 1.463 6.835 0.749 0.33 -0.62 -0.03 0.0630
H -6.754 -2.053 -2.645 0.25 0.36 0.10 0.1277
H -1.784 -1.282 -7.639 0.70 -0.31 0.64 0.1263
H 1.353 -1.478 -2.589 -1.20 -0.18 0.80 0.1235
H 3.861 5.099 -2.436 0.86 0.33 0.68 0.0544
H 6.671 1.021 2.600 1.43 -0.64 0.77 0.0989
H -4.494 -3.022 2.418 0.38 -0.87 -0.53 0.0689
H -3.605 -6.553 -4.967 0.26 0.88 -0.05 0.1439
H -5.395 0.718 6.328 -0.40 -0.97 0.99 0.0628
H -2.191 5.536 -1.132 0.14 0.58 0.27 0.0880
H -0.846 -0.329 9.721 0.14 0.32 -0.14 0.0670
H 3.834 7.798 -3.116 0.48 -0.10 0.98 0.0573
H 5.562 5.985 2.817 0.86 -0.81 -0.41 0.0937
H 1.668 2.160 0.535 0.05 0.35 0.25 0.0477
H -2.698 -5.451 -0.801 0.38 0.02 -0.08 0.0801
H 5.199 0.096 1.982 1.13 1.28 0.40 0.1332
H 6.443 3.665 -0.135 0.16 0.17 -0.57 0.1149
H -2.678 -1.286 -0.820 -0.48 0.52 -0.17 0.0547
H 1.258 0.891 -3.222 -0.46 -0.69 0.00 0.0571
H 3.140 6.537 3.993 -0.26 0.34 -0.30 0.0791
H 4.212 -1.903 2.322 -0.15 -0.08 0.60 0.1070
H 4.607 -4.886 -5.357 -0.26 0.34 0.65 0.0778
H -3.506 -5.073 -6.047 0.09 -0.03 0.14 0.1203
H -1.846 1.464 -1.956 -0.10 0.49 -0.50 0.0332
H 3.659 -1.622 -8.149 -0.30 -0.30 0.84 0.1017
H -2.906 -4.801 -3.014 -0.02 -0.04 -0.50 0.0553
H 3.950 -2.084 -6.580 0.09 -0.40 -0.02 0.0490
H 0.997 -0.123 -7.428 1.02 0.38 -0.47 0.0749
H 1.866 -2.247 2.979 -1.61 1.16 -0.33 0.0651
H 0.733 -2.869 -5.294 -0.46 -0.84 0.38 0.0641
H -0.302 -0.600 1.729 0.05 0.19 -0.21 0.0783
H 0.735 7.197 -2.435 0.47 -0.82 0.23 0.1328
H -5.712 -1.746 -4.046 0.10 0.36 0.40 0.0787
H 5.508 -3.590 5.760 -0.08 0.28 -0.59 0.0964
H -0.898 3.392 5.092 0.99 -0.49 -0.38 0.0761
H 6.048 1.533 4.879 -0.21 -0.42 -0.65 0.1010
H -0.896 4.845 -6.238 0.19 -0.02 0.09 0.1133
H -4.608 3.981 -1.446 0.66 -0.87 0.69 0.0679
H 0.072 3.199 -5.173 0.02 -0.48 -0.23 0.0904
H 2.005 8.385 0.159 0.23 0.12 0.12 0.0864
H -4.979 2.851 3.391 -0.10 -0.06 -0.21 0.1176
H -2.642 -1.618 3.652 -0.82 -0.11 0.47 0.0859
H -7.682 1.121 5.278 0.13 -0.16 -0.98 0.0920
H 1.739 1.408 -6.996 0.38 -0.04 -0.18 0.0730
H 2.001 4.651 4.378 0.68 -0.25 0.01 0.0989
H -5.946 1.038 -0.648 0.04 0.35 -0.45 0.0676
H -3.996 6.054 -4.461 -0.01 -0.28 0.22 0.1264
H 4.176 -5.246 0.163 -0.19 -0.07 0.06 0.0744
H 1.992 -1.217 5.469 0.45 -0.28 0.19 0.0676
H -3.204 1.723 1.839 -0.13 0.10 0.74 0.1033
H -2.401 1.449 -5.626 0.06 1.12 0.52 0.0835
H 2.950 0.767 -2.758 0.72 -0.82 0.14 0.0788
H -1.873 -2.800 -1.096 0.25 -0.38 -0.05 0.0664
H 4.399 1.867 5.164 -0.45 0.00 0.06 0.0672
H 4.012 4.859 -4.186 0.09 0.39 -0.36 0.0762
H -5.842 -2.042 1.739 -0.07 -0.15 -0.68 0.0775
H 3.806 3.629 0.506 -0.07 0.01 -0.18 0.0618
H -7.144 -0.148 -1.086 0.00 -0.16 0.11 0.0767
H 2.667 4.206 -3.226 0.52 0.52 -0.39 0.0598
H 1.026 -6.859 0.619 0.17 -0.98 1.28 0.0439
H -1.426 0.686 1.274 0.83 0.20 0.13 0.0679
H -1.906 3.815 2.661 0.69 0.17 0.11 0.0748
H 3.271 2.120 1.610 -0.13 -0.69 0.72 0.0523
H 1.174 -2.310 -7.644 -0.35 -0.27 -0.86 0.0310
H 2.536 -2.132 -0.677 -1.23 0.71 0.30 0.1126
H -7.653 1.391 3.402 -0.40 -0.14 0.65 0.0894
H -0.600 -4.210 -5.054 0.20 0.63 0.03 0.0702
H -1.830 2.556 -6.780 0.13 0.55 -0.44 0.0798
H -0.956 5.255 -2.383 0.25 0.34 -0.18 0.0327
H -6.021 -2.787 3.273 -0.20 -0.49 0.60 0.0751
H -7.362 -0.869 -6.009 0.21 -0.32 0.09 0.0931
H -0.999 3.312 7.230 0.70 -0.05 -0.30 0.0640
H 6.524 -2.476 2.494 0.08 0.66 -0.34 0.0755
H -3.140 6.938 -3.215 -0.30 0.16 0.55 0.1178
H 1.809 7.569 4.550 -0.16 0.37 -0.14 0.0835
H -0.949 5.173 2.034 0.04 0.28 -0.41 0.0624
H 0.545 5.464 4.909 -0.04 0.21 0.23 0.1238
H -2.207 -4.508 1.340 0.43 -0.64 0.39 0.1305
H -1.117 1.031 5.375 -0.23 -0.27 0.21 0.0798
H -0.968 6.264 -4.028 -0.46 0.18 -0.54 0.0877
H 2.962 1.078 3.112 -0.43 -0.64 -0.31 0.0674
H -0.527 -4.841 4.427 -0.07 0.01 1.29 0.0801
H 0.378 -2.839 -2.000 0.11 -0.82 0.04 0.1022
H -5.684 1.759 2.142 -0.15 0.14 0.63 0.1161
H -8.854 -1.322 -5.296 -0.62 -0.40 0.24 0.0815
H -1.632 -6.313 -1.634 0.12 -0.68 -0.70 0.0572
H 0.760 -4.423 -6.189 0.02 0.00 0.54 0.0581
H -6.095 -6.367 -3.773 -0.27 -0.18 -0.30 0.0660
H -3.920 1.159 5.495 0.47 -0.39 -0.03 0.0431
H 0.594 2.567 4.953 -0.39 0.48 0.03 0.0639
H 2.635 -3.366 -3.625 0.50 -0.70 -0.55 0.1220
H -5.216 -4.714 -7.401 0.73 1.04 -0.13 0.0608
H 1.561 -4.499 2.074 1.19 -0.14 -0.51 0.1105
H -3.943 -1.982 -7.488 -0.06 0.34 -0.04 0.0906
H -5.521 -4.183 -4.541 0.42 0.08 -0.65 0.1147
H -0.574 -4.069 0.953 0.05 -0.30 0.18 0.1126
H 4.517 5.240 0.448 0.35 1.40 -1.58 0.0487
H 5.957 -3.819 -0.559 0.52 -0.70 -0.23 0.0758
H 3.965 -1.549 4.109 0.02 -0.87 -0.90 0.1113
H 0.975 2.290 -1.088 0.32 0.39 -0.40 0.0689
H 2.280 -6.516 3.212 0.73 0.63 -0.04 0.1087
H 2.106 -0.261 0.878 -0.13 0.67 -0.43 0.1218
H -5.789 -5.203 -2.683 -0.42 -0.54 0.62 0.0610
H -2.326 -0.709 -2.902 -0.68 -0.16 -0.37 0.0645
H 5.388 -4.506 -2.987 0.10 -0.16 0.07 0.1316
H 0.705 -3.632 -8.432 0.26 -0.54 -0.37 0.0512
H -0.612 -1.672 7.259 0.16 -0.24 -0.05 0.0918
H -3.772 2.070 -3.151 -1.52 -1.16 -0.09 0.0275
H 3.353 -5.688 4.360 -0.21 0.19 0.21 0.0468
H 7.418 3.197 1.257 1.66 -0.02 0.23 0.0966
H -0.086 3.819 -3.641 -0.54 0.35 0.37 0.0712
H 6.045 -2.256 -1.374 -0.84 -0.12 0.35 0.1108
H 0.436 -1.373 8.649 -0.36 0.30 0.64 0.0519
H -1.716 3.968 -1.544 0.39 -1.32 0.62 0.0648
H 1.070 2.711 8.351 -0.05 0.57 -0.17 0.1140
H 4.028 0.206 -6.992 0.19 0.87 0.49 0.1323
H 3.096 -4.580 -5.769 0.52 0.64 0.24 0.0629
H -4.175 -3.752 -2.597 0.00 0.83 0.28 0.0631
H 2.311 0.206 -0.819 0.07 0.50 -0.14 0.0994
H -7.381 -2.374 -5.028 -0.50 -0.26 -0.37 0.0729
H 2.646 8.297 -4.074 -0.24 -0.07 -0.01 0.0699
H -7.170 -1.201 4.929 0.30 0.02 -0.16 0.1091
H 1.591 0.409 4.960 0.15 0.14 0.32 0.0739
H -1.361 -1.686 0.206 0.05 -0.47 0.73 0.0503
H 0.043 -3.572 3.308 -0.70 -0.55 0.21 0.0748
H 2.834 -3.625 1.118 -0.30 0.61 -0.47 0.0908
H 1.175 5.474 -1.974 -0.84 -0.75 0.22 0.1003
H -3.354 -0.790 5.043 -0.41 0.05 -0.90 0.0698
H -2.081 0.922 9.630 -0.58 -0.45 0.10 0.0761
H 1.814 -0.781 -5.176 -0.74 -0.71 0.34 0.1005
H -1.192 -1.833 -3.703 -0.20 -0.75 0.27 0.0629
H -1.718 -3.806 3.504 -0.20 -0.26 0.23 0.0664
H -5.167 4.773 -2.825 -0.34 0.23 -0.30 0.0805
H 2.860 2.829 3.163 0.44 -0.51 -0.11 0.0815
H 1.151 -2.218 0.440 -0.27 0.03 -0.84 0.0982
H -5.838 -6.161 -8.101 -0.14 -0.09 0.49 0.0952
H 2.310 -3.494 4.140 -0.32 0.04 0.22 0.1003
H 1.100 -2.232 7.414 -0.12 -0.05 -0.70 0.0969
H 4.937 -2.694 0.020 -1.01 1.65 2.41 0.0276
H 2.316 0.618 -8.494 -0.50 0.15 -0.69 0.0707
H -4.691 -0.651 -2.044 -0.26 0.63 -0.18 0.1303
H -0.894 -0.148 -3.707 -0.02 -0.54 0.83 0.0955
H -1.920 -0.368 8.289 0.10 0.98 1.03 0.0950
H -3.100 -0.739 1.801 -1.18 0.45 0.08 0.1130
H 2.668 1.084 7.007 0.05 0.98 -0.66 0.0965
H -1.628 5.262 3.645 0.40 -0.35 -0.19 0.0926
H 0.888 -5.368 -0.169 0.41 0.70 -0.34 0.0538
H -5.088 2.356 5.875 -0.21 -0.55 -0.47 0.1024
H 2.268 2.229 -3.243 0.11 1.02 0.06 0.0508
H -2.421 2.357 7.489 0.01 -0.45 -0.13 0.0770
H 4.927 -2.907 -3.488 0.89 1.78 -0.97 0.0864
H -3.147 -3.361 -4.085 -0.39 -0.30 0.62 0.0655
H 1.712 -5.575 -3.774 -1.10 -0.12 -0.36 0.0408
H -4.324 5.736 -1.588 -0.47 -0.64 -0.04 0.0962
H 0.419 -6.834 -1.030 0.32 0.13 0.45 0.0873
H 2.418 7.720 2.769 0.21 -0.02 1.52 0.0980
H -1.945 7.007 -5.351 0.14 0.28 0.17 0.1066
H 5.428 4.257 4.676 0.25 0.18 0.40 0.1033
H 0.201 1.042 1.984 0.26 0.81 1.05 0.0553
H 2.327 -5.087 -2.171 0.01 -0.83 -0.24 0.0679
H 3.149 -6.433 -3.245 -0.50 1.42 0.50 0.1062
H 0.501 2.218 9.967 -0.24 0.09 -0.58 0.1318
H 5.276 -5.095 4.937 0.25 -0.13 -0.20 0.0846
H 7.254 5.341 2.579 -0.09 -0.47 0.48 0.0854
H -7.081 1.245 -2.083 -0.24 0.78 0.14 0.0711
H -3.979 -0.567 -6.319 0.16 0.58 -0.37 0.0636
H -1.604 -6.894 0.633 0.14 -0.59 0.51 0.1349
H -4.762 -0.149 1.348 0.01 0.24 -0.60 0.0970
H 0.403 -0.844 4.848 0.57 0.26 1.09 0.1068
```
Forces are in eV/Å.